1.
13
Properties=species:S:1:pos:R:3:forces:R:3:lowdin_charge:R:1 method="wB97M-V/def2-TZVPD" relative_energy_kcal_mol=28.65 smiles="C=C=C(C)C"
C 2.25134 0.10607 0.59272 -0.184 -0.026 -0.001 0.00
C 0.95322 0.15835 0.43056 0.084 -0.095 -0.035 -0.09
C -0.29904 0.02557 0.06255 0.379 0.441 0.214 -0.34
C -0.46340 -0.94318 -1.08601 0.003 -0.155 -0.287 -0.07
C -1.44238 0.85402 0.61723 0.058 0.023 -0.006 -0.06
H 2.92698 0.70000 -0.02087 -0.163 0.050 0.192 0.06
H 2.70393 -0.58506 1.29901 -0.067 0.147 0.026 0.05
H 0.44946 -1.54010 -1.12617 -0.256 -0.168 -0.091 0.07
H -1.33049 -1.60596 -1.01129 0.035 0.138 0.120 0.08
H -0.51173 -0.41553 -2.04603 -0.235 0.040 0.141 0.08
H -1.08663 1.54798 1.38552 0.006 -0.174 -0.137 0.08
H -1.91869 1.45753 -0.16632 0.121 -0.179 0.020 0.08
H -2.23258 0.24032 1.06910 0.217 -0.043 -0.154 0.08

2.
13
Properties=species:S:1:pos:R:3:forces:R:3:lowdin_charge:R:1 method="wB97M-V/def2-TZVPD" relative_energy_kcal_mol=54.64 smiles="C=C=CCC"
C -1.58294 0.15172 -0.99281 0.004 0.133 -0.315 -0.04
C -0.45591 0.78588 -1.20860 0.016 -0.429 0.284 -0.13
C 0.80970 0.85466 -0.89172 -0.239 -0.062 -0.079 -0.11
C 1.17147 -0.08019 0.28420 0.115 -0.056 0.102 -0.22
C -0.01500 -0.46246 1.19597 0.033 0.081 0.145 -0.11
H -1.57214 -0.91410 -1.21197 -0.506 0.163 -0.508 0.08
H -2.37350 0.52819 -0.34997 -0.136 0.175 -0.516 0.07
H 1.58413 1.37432 -1.45260 -0.156 -0.116 0.189 0.09
H 1.55623 -0.99188 -0.19352 0.076 0.143 0.118 0.10
H 2.00201 0.32750 0.86691 -0.138 0.080 -0.048 0.10
H -0.28492 -1.52235 1.11721 0.264 0.173 0.163 0.08
H 0.12167 -0.19172 2.24252 0.353 -0.207 0.013 0.07
H -0.91048 0.06982 0.87778 0.314 -0.079 0.452 0.03

3.
13
Properties=species:S:1:pos:R:3:forces:R:3:lowdin_charge:R:1 method="wB97M-V/def2-TZVPD" relative_energy_kcal_mol=85.51 smiles="C=C1CCC1"
C -1.52881 0.81139 -1.14674 0.178 1.129 0.963 -0.01
C -0.54557 0.27173 -0.39721 0.147 -0.538 -0.560 -0.41
C 0.94395 0.18926 -0.50104 0.389 -0.176 -0.133 -0.13
C 0.95039 -0.59177 0.83425 0.328 -0.202 0.210 -0.16
C -0.59497 -0.67208 0.78873 0.039 -0.067 0.103 -0.13
H -1.13697 1.32752 -2.03314 -0.046 0.204 0.318 0.03
H -1.42927 1.43433 -0.10859 -1.581 -0.063 -0.972 0.14
H 1.44976 1.16296 -0.51815 -0.119 -0.289 -0.018 0.12
H 1.20603 -0.36856 -1.39908 0.364 -0.129 0.031 0.12
H 1.29261 0.02058 1.67218 0.072 -0.125 -0.126 0.10
H 1.49114 -1.53649 0.81742 -0.023 0.033 0.152 0.10
H -1.17303 -0.47577 1.69827 0.087 0.178 -0.243 0.11
H -0.96381 -1.61019 0.35251 0.163 0.045 0.275 0.12

4.
13
Properties=species:S:1:pos:R:3:forces:R:3:lowdin_charge:R:1 method="wB97M-V/def2-TZVPD" relative_energy_kcal_mol=54.70
C -0.98371 1.13584 0.16822 -0.251 0.004 -0.259 -0.12
C 0.14225 0.51523 0.95495 0.984 -0.389 -1.440 -0.15
C 0.55608 -0.97925 0.58544 -0.238 -0.326 0.850 -0.16
C -0.00244 -0.95712 -0.85366 0.075 0.305 0.330 -0.14
C 0.07972 0.53677 -0.62757 0.049 0.780 -0.913 -0.29
H -1.98763 0.72644 0.16270 0.013 -0.044 -0.115 0.10
H -0.93620 2.21705 0.05800 -0.171 -0.084 0.720 0.11
H 0.81243 1.24363 1.42542 -0.075 -0.734 -0.034 0.11
H 0.17170 -1.72160 1.26524 0.130 -0.653 0.272 0.08
H 1.65404 -1.03818 0.48190 -0.510 0.083 0.503 0.11
H 0.60157 -1.30790 -1.70653 0.054 -0.055 0.754 0.11
H -1.00984 -1.38665 -0.96961 0.244 0.460 0.122 0.11
H 0.92327 1.05472 -1.03744 -0.305 0.653 -0.790 0.13

5.
13
Properties=species:S:1:pos:R:3:forces:R:3:lowdin_charge:R:1 method="wB97M-V/def2-TZVPD" relative_energy_kcal_mol=1.79 smiles="C1=CCCC1"
C 1.18858 -0.25292 -0.46807 -0.057 0.067 -0.108 -0.11
C 0.43524 0.63639 -1.11161 0.033 -0.200 -0.024 -0.11
C -0.90143 0.83029 -0.43331 -0.061 0.023 -0.012 -0.20
C -0.90041 -0.27555 0.65038 -0.087 -0.017 0.038 -0.20
C 0.58334 -0.62526 0.86447 -0.005 -0.063 0.027 -0.20
H 2.10490 -0.69771 -0.83942 0.134 0.346 0.120 0.10
H 0.69997 1.14090 -2.03780 -0.060 -0.211 0.087 0.10
H -1.04664 1.83491 -0.01295 0.154 -0.118 -0.044 0.10
H -1.70447 0.67996 -1.16444 0.014 0.088 0.163 0.10
H -1.41124 0.02409 1.56989 0.065 -0.033 -0.127 0.10
H -1.41132 -1.16195 0.25700 0.032 0.143 0.066 0.11
H 1.02924 0.00022 1.65360 -0.050 -0.140 -0.124 0.11
H 0.75528 -1.66754 1.15257 -0.112 0.117 -0.062 0.10

6.
15
Properties=species:S:1:pos:R:3:forces:R:3:lowdin_charge:R:1 method="wB97M-V/def2-TZVPD" relative_energy_kcal_mol=76.83
B 1.44067 -1.52600 0.36045 -0.184 0.681 -1.326 -0.02
C 2.16879 -0.16197 0.35682 0.786 -1.617 0.688 -0.12
C 1.75283 1.04904 -0.00855 -0.742 -1.716 -0.191 -0.14
C 0.42942 1.40134 -0.30048 -1.014 1.003 -0.372 -0.11
C -0.73435 0.98650 0.11766 1.287 -1.177 0.211 -0.13
N -1.73597 0.57916 0.59488 -2.472 -0.414 -0.084 0.07
C -2.71230 -0.34327 -0.04599 -1.966 3.234 -0.302 -0.07
H 2.11363 -2.47559 0.58532 -0.168 -0.241 0.390 0.00
H 0.36287 -1.68798 -0.21991 0.502 0.175 0.726 0.03
H 3.24744 -0.25811 0.46930 0.030 0.125 0.235 0.07
H 2.43679 1.77784 -0.28296 1.420 1.382 -0.194 0.09
H 0.28197 2.15034 -1.01470 0.064 1.595 -0.877 0.10
H -2.78590 -0.25294 -1.15114 0.865 -0.249 0.577 0.09
H -2.51418 -1.30773 0.29413 0.000 -1.637 0.449 0.05
H -3.75171 0.06937 0.24516 1.594 -1.143 0.070 0.10

7.
18
Properties=species:S:1:pos:R:3:forces:R:3:lowdin_charge:R:1 method="wB97M-V/def2-TZVPD" e_tot_ev=-13619.372 spin_multiplicity=3
B -1.52277 -0.19318 0.84394 2.914 -1.070 0.496 -0.64
C 1.40811 -0.57083 -1.65291 -0.268 3.910 -0.802 -0.05
C 1.25126 0.83324 -1.43257 2.239 -0.404 -1.553 -0.19
C 1.27438 -1.36107 -0.60015 -0.367 -4.812 2.211 -0.16
C 0.30325 1.49872 -0.73901 -0.106 2.566 1.776 0.00
C 0.09236 -0.38669 1.16401 -4.282 1.396 1.197 -0.34
N 0.99538 -1.07451 0.65840 2.602 -1.330 -2.895 0.16
O -2.10317 -1.11218 0.04570 5.437 -1.516 0.344 0.25
O -2.16501 0.84751 1.40384 4.615 0.224 1.814 0.25
O 0.28185 -0.00909 2.38821 -0.316 1.806 3.447 0.12
H 1.64591 -0.98929 -2.59849 0.693 -0.279 -0.744 0.10
H 2.09554 1.43487 -1.76578 -0.138 0.022 -0.524 0.10
H 1.46519 -2.43130 -0.72343 -0.186 -0.084 -0.349 0.11
H 0.39557 2.55524 -0.36166 0.289 -1.141 -0.759 0.10
H -0.61704 1.12368 -0.48314 -1.886 -0.774 -0.156 -0.01
H -2.94336 -0.90208 -0.07074 -6.216 1.028 -1.271 0.03
H -2.99809 0.88804 1.11550 -5.285 0.650 -1.480 0.04
H 1.14065 -0.15107 2.80828 0.261 -0.192 -0.752 0.14

8.
22
Properties=species:S:1:pos:R:3:forces:R:3:lowdin_charge:R:1 method="wB97M-V/def2-TZVPD" e_tot_ev=-176741.772 total_charge=-1
C -2.71878 -2.44338 -0.31058 -0.034 -1.254 -0.120 -0.14
C -1.31189 -3.28829 -0.25738 2.031 1.380 -1.154 -0.67
Br -1.36639 -5.09398 0.67274 -0.140 2.389 -1.172 0.58
C -0.01637 -2.86371 -0.85432 -3.203 -1.192 1.192 -0.90
Br 1.60358 -4.08740 -0.70050 -1.875 2.008 -0.432 0.57
S 0.15653 -1.24429 -1.77952 0.147 -1.665 0.732 0.95
C -0.09449 0.25460 -0.68396 -0.581 2.842 1.282 -0.37
C 1.11312 0.53790 0.39096 2.174 -1.910 2.673 -0.17
N 1.62023 -0.36036 1.30303 -3.116 2.797 -4.433 0.07
H -3.33844 -2.70952 0.65163 1.364 0.660 -1.856 0.09
H -2.59242 -1.28249 -0.40845 -0.015 -2.377 0.216 0.07
H -3.36005 -2.85418 -1.22893 1.450 0.943 1.901 0.10
H -0.92077 -1.22708 -2.71172 0.749 0.024 1.498 0.03
H -1.10208 0.27720 -0.08789 1.831 -0.420 -1.256 0.10
H -0.13034 1.19795 -1.41466 0.189 -2.117 1.297 0.13
H 1.57907 1.63330 0.42627 -1.241 -1.683 -0.398 0.13
H 1.08683 -1.24728 1.15979 0.477 0.414 0.232 0.00
O 1.42004 6.27981 0.78972 -0.339 0.147 -0.231 -0.42
S 1.95848 4.96013 1.16668 0.408 1.234 0.737 0.14
O 1.54329 3.95680 0.16961 -0.447 -1.583 -1.113 -0.46
O 1.44026 4.57859 2.49299 -0.253 -0.330 0.474 -0.42
O 3.43057 5.02567 1.21449 0.426 -0.307 -0.070 -0.42